C51H113CrF12N9O17S4 | ωB97M-V/def2-TZVPD

**HOMO-LUMO gap (alpha / beta)**: 6.58 / 6.98 eV
**HOMO level (alpha / beta)**: -10.3780 / -10.3781 eV
**LUMO (alpha / beta)**: -3.797 / -3.401 eV
**Spin multiplicity**: 4
**Total energy**: -7617.99573 hartree
**Net charge**: +1

Structure (XYZ):
```
207
Properties=species:S:1:pos:R:3:forces:R:3
Cr -2.198040 0.155052 -1.692777 -0.479 -0.905 2.161
C -2.747658 -3.117338 1.385545 -1.140 -0.279 -0.056
F -2.726324 -4.438444 1.514290 0.336 0.524 0.056
F -3.954213 -2.812509 0.839569 0.935 0.375 0.158
F -2.674141 -2.521560 2.579681 0.222 -0.308 -0.731
S -1.328118 -2.565410 0.280758 0.455 -0.305 0.436
O -0.190746 -2.582775 1.140579 0.145 -0.895 -0.167
O -1.468350 -3.198127 -0.999026 -0.188 0.276 0.849
N -1.550454 -1.011846 -0.019242 -1.177 2.652 -0.857
S -1.298476 0.320238 0.896327 2.711 -0.947 -2.312
O -1.365641 1.351008 -0.208124 -0.538 -0.886 0.664
O -2.095173 0.428836 2.032055 -1.201 0.407 1.607
C 0.572149 0.520856 1.419696 -1.434 0.493 -0.255
F 1.269099 0.599340 0.280927 -0.143 -0.227 1.001
F 0.519776 1.735394 2.011119 0.627 -1.506 -0.297
F 0.985979 -0.454796 2.212026 -0.101 1.317 -0.600
C -2.621461 -3.412853 -6.922714 -1.709 -2.553 -2.157
F -3.964021 -3.287074 -6.888938 0.357 0.028 0.759
F -2.282966 -4.597560 -6.386225 0.034 0.481 0.095
F -2.363240 -3.512556 -8.245048 0.933 0.814 1.349
S -1.928618 -2.118084 -5.868632 1.368 1.785 1.194
O -2.146311 -2.615401 -4.486567 0.394 0.293 -1.782
O -0.531515 -1.872182 -6.239311 -1.948 -0.761 0.321
N -2.895667 -0.882980 -6.050289 0.488 -1.229 1.474
S -2.937504 -0.034589 -7.367425 -1.177 1.880 0.643
O -2.246256 1.218694 -7.166270 -0.542 -0.455 -0.160
O -2.762172 -0.802968 -8.529235 0.897 -0.870 -1.664
C -4.809730 0.287297 -7.515141 1.544 -1.361 0.576
F -5.400733 0.885582 -6.516702 -0.269 0.853 1.542
F -4.903988 1.040158 -8.559994 -0.566 0.677 -1.602
F -5.433184 -0.888863 -7.664160 0.184 0.170 -0.409
C -6.651338 -3.892952 -0.439516 -1.028 1.346 0.303
C -5.595599 -4.739445 -1.069386 0.311 -0.650 1.196
O -4.557233 -4.026490 -1.665760 1.060 1.439 -0.331
H -7.478067 -4.598600 -0.190505 0.352 0.823 -0.115
H -7.044152 -3.000707 -1.020352 0.305 -1.340 0.108
H -6.289507 -3.429632 0.488029 -0.089 -0.331 -0.053
H -6.016970 -5.353655 -1.818847 -0.680 -0.997 -0.699
H -5.230282 -5.362421 -0.224813 0.063 -0.020 -0.627
H -3.784470 -4.577101 -1.842335 -0.260 -0.094 0.102
C 1.444519 2.103590 7.532696 0.364 -1.625 0.826
C 1.209410 1.249276 8.827678 1.958 0.318 -1.262
O -0.141147 1.020663 8.876671 -2.115 -0.530 0.248
H 2.503898 2.262603 7.357758 0.149 0.225 0.097
H 0.903901 3.011107 7.559053 -0.436 1.082 0.118
H 1.076527 1.513505 6.681849 -0.029 0.086 0.242
H 1.558773 1.680083 9.782174 0.182 0.199 -0.579
H 1.805725 0.326936 8.619379 -0.457 0.228 0.560
H -0.471645 0.827266 9.763972 0.386 0.008 -0.259
C 8.904699 2.748187 -0.276503 -0.609 0.490 0.840
C 7.763014 1.764794 -0.579319 -0.426 -1.388 1.160
C 8.260550 0.265170 -0.505615 -0.154 1.291 1.002
C 8.467366 -0.166125 0.937738 0.449 0.391 0.460
C 7.249282 0.132384 1.796487 -0.952 -0.446 1.070
C 6.656436 1.566756 1.723995 1.129 0.051 0.109
N 6.523113 1.930400 0.303253 1.774 -0.939 -0.862
O 6.159281 3.292303 0.181767 -0.223 0.268 0.371
C 5.245243 1.528598 2.270261 -1.003 0.994 0.063
C 7.556792 2.551280 2.565068 0.174 -0.560 -0.479
C 7.288597 1.951021 -1.980416 -1.582 0.188 0.892
H 9.789763 2.505461 -0.819685 0.754 -0.585 -0.279
H 9.134667 2.893947 0.790877 0.058 -0.421 -0.674
H 8.667192 3.739325 -0.632456 -0.456 0.383 -0.133
H 7.554245 -0.427881 -0.959806 -0.188 0.207 -0.282
H 9.197532 0.262221 -1.062295 -0.004 -0.319 -0.078
H 9.319906 0.385167 1.384059 -0.154 -0.441 -0.321
H 8.662267 -1.247364 0.985430 0.207 0.331 0.091
H 7.479918 -0.069337 2.897816 -0.311 0.183 -1.389
H 6.414643 -0.555118 1.517594 0.539 0.264 0.130
H 4.794301 2.541914 2.221198 0.306 -0.366 0.034
H 4.539696 0.877212 1.708542 0.761 0.078 0.289
H 5.254548 1.279387 3.324129 -0.076 -0.339 0.221
H 7.228543 2.639428 3.587002 -0.021 -0.563 0.578
H 8.643737 2.338773 2.510880 -0.767 -0.354 0.349
H 7.485316 3.559041 2.231503 -0.333 0.842 -0.726
H 8.136768 1.921525 -2.582362 1.237 -0.006 -1.558
H 6.785216 2.907859 -2.022895 0.013 0.250 -0.500
H 6.577689 1.152976 -2.210580 0.097 0.117 -0.272
H 5.261937 3.203054 -0.134382 -0.334 0.327 -0.154
C 3.315015 -2.924372 -1.107330 1.642 0.762 -0.196
C 3.645388 -1.990739 -2.277172 -0.188 0.241 -0.396
C 5.084573 -2.098626 -2.694344 2.033 -0.114 1.561
C 5.510479 -3.336571 -3.406507 0.626 -1.864 -0.804
C 4.636729 -3.590035 -4.660739 -1.158 1.076 1.836
C 3.098610 -3.548419 -4.355081 0.121 1.478 1.058
N 2.863502 -2.260494 -3.487360 -0.100 -0.182 -0.644
O 1.440781 -2.158161 -3.117150 1.142 -0.390 0.529
C 2.384229 -3.209419 -5.667571 0.651 -0.225 0.022
C 2.537490 -4.843347 -3.807784 -0.238 0.876 0.725
C 3.503256 -0.519644 -1.800173 -0.510 0.151 -1.733
H 3.981999 -2.593914 -0.303689 -0.431 0.017 0.333
H 3.656675 -3.932370 -1.311053 -0.541 -0.335 -0.132
H 2.282579 -2.804917 -0.849134 -0.504 -0.342 0.329
H 5.465749 -1.265543 -3.254899 -0.574 0.724 -0.790
H 5.723867 -1.952775 -1.782886 -0.612 -0.461 -0.305
H 5.569861 -4.270051 -2.778898 -0.478 0.881 -0.272
H 6.563040 -3.243910 -3.753672 -0.555 0.171 0.179
H 4.898353 -4.546309 -5.073323 0.033 -0.213 -0.742
H 4.714935 -2.723178 -5.312923 0.737 -0.278 -0.509
H 2.760498 -3.840878 -6.479361 -0.002 0.198 0.067
H 1.326814 -3.336084 -5.644497 -0.942 -0.422 0.200
H 2.528432 -2.160749 -5.878950 0.385 0.286 -0.368
H 3.106429 -5.318783 -3.028236 0.243 0.119 0.596
H 1.479786 -4.764081 -3.529694 0.268 0.041 0.033
H 2.617908 -5.483370 -4.627127 -0.182 -1.446 -1.396
H 4.299588 -0.358097 -1.095007 0.264 0.297 0.449
H 2.545907 -0.384547 -1.301770 -0.020 0.215 -0.056
H 3.637496 0.232305 -2.662972 -0.317 -1.203 1.211
H 1.058503 -2.234190 -3.982067 -0.699 0.004 -0.870
C -1.973481 4.859391 0.957142 -2.104 -0.069 -1.190
C -1.350569 5.998138 1.722903 1.737 -1.339 0.296
C -2.328945 7.020759 2.221484 -0.108 0.227 0.025
C -3.034639 6.529870 3.461701 -0.161 -0.369 0.801
C -2.081621 6.101507 4.587032 0.174 -0.352 -0.296
C -1.116976 4.949360 4.071495 -1.298 0.474 0.732
N -0.517767 5.532310 2.876021 1.607 -0.364 -0.350
O 0.426412 4.529852 2.356498 -0.200 0.025 -0.202
C -0.060692 4.726454 5.127203 1.656 -0.515 -0.725
C -1.794189 3.551485 3.907655 0.691 0.408 1.419
C -0.351375 6.660134 0.794859 -0.259 -0.323 -0.914
H -2.378319 5.283314 0.005182 0.438 -0.223 0.365
H -2.883721 4.443603 1.410060 0.223 0.080 0.259
H -1.331947 4.025418 0.703679 0.458 0.058 0.155
H -1.740707 7.945579 2.376911 -0.648 -0.211 0.068
H -3.063794 7.131920 1.416602 0.111 0.527 0.061
H -3.610500 5.627573 3.205605 0.017 0.153 -0.062
H -3.776886 7.223954 3.859849 0.112 0.240 -0.194
H -2.700402 5.745083 5.405681 -0.016 -0.445 0.146
H -1.512656 6.943408 5.060741 -0.161 -0.589 -0.897
H 0.262757 5.669993 5.535904 0.345 0.338 0.128
H -0.409796 4.106857 5.954539 -0.092 -0.011 -0.183
H 0.820610 4.216661 4.614350 -1.026 0.535 0.991
H -2.499545 3.480983 3.109365 -0.336 -0.262 -0.375
H -1.015472 2.778437 3.886543 -0.071 0.220 -0.749
H -2.248491 3.306978 4.879755 -0.486 0.304 -0.366
H 0.272733 7.263756 1.391077 0.569 1.322 0.623
H -0.876893 7.233102 0.012674 0.365 -0.138 0.258
H 0.356607 5.953521 0.354843 -0.463 -0.169 -0.287
H 1.341710 4.877899 2.294358 -1.092 0.437 0.431
C -5.775011 -1.280657 -3.659612 2.511 2.291 -0.999
C -4.709558 -0.387784 -2.948393 0.403 -0.982 1.308
C -5.279107 0.094081 -1.594884 0.368 -0.236 -1.234
O -4.183819 0.616188 -0.843458 0.275 1.038 1.622
C -4.661134 1.372679 0.361275 1.180 1.801 -0.763
N -3.450545 -1.201015 -2.533650 -0.650 -0.118 -1.544
H -6.521922 -0.579899 -3.994750 -0.780 -0.200 0.029
H -6.028026 -1.946041 -2.904125 -1.165 -1.539 0.871
H -5.354002 -1.771559 -4.548437 -0.081 0.048 0.374
H -4.343652 0.506541 -3.468445 -0.234 -0.512 -0.398
H -5.692668 -0.752162 -1.060253 -0.362 -0.137 0.212
H -6.016499 0.881026 -1.774309 -0.060 -0.145 0.180
H -4.003806 2.283189 0.575186 -0.388 -1.505 -0.574
H -4.773270 0.840893 1.288285 0.298 -0.981 0.021
H -5.614546 1.797348 0.106116 -0.523 0.033 -0.239
H -3.186169 -1.845750 -3.347123 0.156 1.117 0.802
H -3.682629 -1.887585 -1.805427 -0.324 0.034 0.011
C -3.853311 -0.653249 5.332235 -1.336 -1.925 2.330
C -4.716336 0.577029 5.651218 1.246 -0.222 -1.208
C -4.787572 1.338375 4.358273 -1.071 1.852 -0.541
O -5.328462 2.660825 4.619100 0.906 -0.693 0.625
C -5.526460 3.357722 3.444973 -1.758 -0.070 -0.688
N -6.072971 0.260542 5.958890 -1.376 0.468 0.881
H -3.733941 -1.304899 6.294558 -0.953 0.677 -1.560
H -2.804412 -0.446103 5.256171 0.449 0.551 -1.175
H -4.378913 -1.248228 4.512860 1.206 0.609 0.966
H -4.249896 1.190518 6.418600 0.357 0.147 0.068
H -5.513468 0.838392 3.680390 0.376 -0.114 0.271
H -3.871600 1.530223 3.818251 0.745 -0.416 0.048
H -5.794767 4.393643 3.691712 -0.133 -0.333 -0.082
H -6.382612 2.831533 2.918078 0.630 0.860 0.009
H -4.683428 3.412381 2.747778 0.373 -0.270 0.165
H -6.541796 1.133524 6.312354 0.465 -1.570 -0.321
H -6.146166 -0.513386 6.613642 -0.128 0.447 0.142
C -0.167550 -5.309510 3.448347 0.634 0.178 -0.577
C 0.236981 -6.455906 2.517757 -1.238 0.427 0.403
C 0.856088 -5.927177 1.247625 0.461 -0.907 -1.190
O -0.175676 -5.493634 0.363083 0.008 -0.120 0.832
C 0.375820 -5.378568 -0.894166 0.111 -0.154 -1.552
N 1.033708 -7.413809 3.213796 0.702 -1.578 0.167
H -0.884670 -5.615001 4.206282 0.167 -0.106 0.124
H -0.642846 -4.557030 2.798368 0.423 0.101 0.612
H 0.786215 -4.948005 3.917457 -1.025 0.108 -0.272
H -0.693652 -7.002331 2.208527 0.702 0.496 0.084
H 1.396652 -6.813289 0.766425 -0.494 1.062 0.423
H 1.579263 -5.086696 1.318489 -0.141 -0.434 0.529
H 0.827840 -6.325067 -1.188569 0.117 -0.216 -0.197
H 1.140503 -4.614642 -0.994766 0.305 0.272 0.346
H -0.376583 -5.114131 -1.626229 -0.298 -0.143 0.013
H 0.915446 -8.343422 2.753251 0.903 1.146 0.786
H 2.014812 -7.144413 3.436971 -1.194 -0.466 -0.568
C 0.746937 0.699292 -4.830270 -0.984 -1.024 -0.210
C -0.225352 1.010457 -3.619460 0.668 -0.910 -1.957
C -1.580070 1.506555 -4.060222 0.331 -0.187 -0.139
O -2.313258 1.675138 -2.822517 -0.387 1.793 -0.695
C -2.724410 3.023695 -2.485370 -0.141 0.063 0.416
N -0.594108 -0.190716 -2.842491 -0.189 0.351 1.032
H 1.023145 1.599128 -5.378895 -0.188 0.184 0.208
H 0.222084 0.009320 -5.578704 0.729 1.003 1.137
H 1.691438 0.203837 -4.525989 -0.630 0.215 0.178
H 0.243367 1.687564 -2.910538 -0.048 0.256 0.023
H -2.186212 0.764836 -4.584499 0.568 -0.017 -0.462
H -1.522347 2.411020 -4.641241 -0.224 0.433 -0.037
H -1.946212 3.612663 -1.980772 0.068 -0.523 -0.084
H -3.551795 2.853802 -1.799104 -0.109 0.497 -0.133
H -3.007306 3.557256 -3.396082 -0.234 -0.304 0.138
H 0.191329 -0.532017 -2.344836 1.321 -0.434 0.860
H -0.853975 -1.004540 -3.354958 -0.352 -0.734 -1.396
```
Positions in Å, forces in eV/Å.

=====

C3H14NOSTc | ωB97M-V/def2-TZVPD

**HOMO-LUMO gap (alpha / beta)**: 8.88 / 9.24 eV
**HOMO level (alpha / beta)**: -12.7787 / -13.6783 eV
**LUMO (alpha / beta)**: -3.897 / -4.438 eV
**Energy above the lowest of the compared OMol25 structures with the same formula, charge and spin**: 0.0 kJ/mol
**Spin multiplicity**: 4
**Total energy**: -731.30672 hartree
**Net charge**: +1

Structure (XYZ):
```
21
Properties=species:S:1:pos:R:3:forces:R:3
C 3.176750 1.243268 0.304934 0.794 -0.857 0.312
Tc 1.385765 0.168762 0.167876 -0.482 0.268 0.759
N 1.287302 0.486659 -1.952412 0.365 0.095 -2.275
H 1.224716 -0.284169 1.761358 0.008 -0.006 0.052
H 1.326699 -1.448043 0.126916 0.717 0.182 0.148
H 3.661827 0.911881 1.249062 -0.176 0.292 -0.450
H 3.189211 2.349428 0.288959 -0.413 -0.456 -0.036
H 3.835715 0.885796 -0.515218 -0.200 0.229 0.300
H 0.469221 1.010060 -2.272437 0.054 -0.068 0.253
H 1.223144 -0.404675 -2.469781 0.017 0.355 0.423
H 2.089349 0.961030 -2.366556 0.037 0.025 0.072
C -1.827271 -0.674746 1.882634 -0.025 -0.221 0.060
S -1.564813 -1.249002 0.187378 -0.314 1.468 0.056
C -3.092886 -0.613366 -0.536450 -0.129 -0.247 -0.008
O -0.597954 -0.165098 -0.417005 -0.625 -0.703 0.599
H -2.697828 -1.205638 2.286791 0.158 0.095 -0.112
H -2.002944 0.408607 1.867069 0.058 -0.310 -0.079
H -0.942270 -0.918909 2.483326 -0.216 0.052 -0.286
H -3.183678 0.442461 -0.259016 0.067 -0.258 -0.050
H -2.996092 -0.718783 -1.622294 0.021 0.001 0.257
H -3.963962 -1.185525 -0.195136 0.284 0.065 0.006
```
Positions in Å, forces in eV/Å.

=====

C4H13N2O2 | ωB97M-V/def2-TZVPD

**HOMO-LUMO gap**: 9.77 eV
**HOMO level**: -12.7302 eV
**LUMO**: -2.958 eV
**Energy above the lowest of the compared OMol25 structures with the same formula, charge and spin**: 336.5 kJ/mol
**Total energy**: -419.89726 hartree
**Net charge**: +1

Structure (XYZ):
```
21
Properties=species:S:1:pos:R:3:forces:R:3
N -1.176072 -1.253561 0.318759 1.015 4.719 -1.247
C 0.142168 -1.763614 0.809460 -1.505 -2.536 -0.307
C 0.844173 -0.674441 1.521719 2.923 -1.183 -2.913
N 1.651432 -0.015511 0.424877 -0.862 -1.302 1.821
C 1.604801 1.424183 0.563281 0.697 -0.173 -3.215
C 0.964269 1.717638 -0.845352 -0.995 -0.855 2.366
O -0.221780 1.428111 -0.941151 0.936 0.591 -0.930
H -1.876408 -1.831703 -0.138949 0.181 -0.247 0.003
H -0.984226 -0.346812 -0.410404 -0.573 -2.701 2.004
H -1.589995 -0.710953 1.120197 -0.056 -1.026 -0.982
H -0.104606 -2.612864 1.442382 -0.096 0.012 0.428
H 0.731913 -2.248673 -0.008272 -0.504 0.958 0.465
H 1.508060 -1.168464 2.204311 0.295 0.122 0.879
H 0.249242 0.055897 1.979114 -0.995 0.686 0.822
H 2.544673 -0.508940 0.263184 -0.606 1.034 0.444
H 0.890690 1.737049 1.313711 0.551 0.375 0.336
H 2.638900 1.724314 0.558693 0.116 1.194 0.763
H 1.664700 1.967289 -1.645744 -0.370 0.206 -0.553
H -2.242996 0.123521 -2.261341 -0.599 0.416 -0.189
H -3.674322 -0.028844 -1.550816 -0.272 0.553 -0.490
O -2.780488 -0.349099 -1.619628 0.720 -0.845 0.494
```
Positions in Å, forces in eV/Å.

=====

C5H4O | ωB97M-V/def2-TZVPD

**HOMO-LUMO gap**: 9.14 eV
**HOMO level**: -8.8851 eV
**LUMO**: 0.253 eV
**Energy above the lowest of the compared OMol25 structures with the same formula, charge and spin**: 518.4 kJ/mol
**Total energy**: -267.91490 hartree

Structure (XYZ):
```
10
Properties=species:S:1:pos:R:3:forces:R:3
C -1.193392 1.250470 0.026552 -0.059 2.430 2.332
C -0.224651 -1.140076 0.490889 -2.311 -4.199 -0.412
C -1.855846 0.610492 -0.814348 -1.484 -1.012 -2.257
C -0.445639 0.013111 -0.135613 3.169 1.494 0.478
C 1.172254 0.037545 -0.289657 -1.277 -0.917 -0.044
O 1.091241 -1.284094 0.373004 0.573 -0.513 -0.150
H -0.955099 2.016561 0.743151 -0.201 0.115 -0.192
H -0.954191 -2.084581 0.637890 1.938 2.288 0.300
H 1.456325 0.010213 -1.336074 0.191 -0.523 -0.066
H 1.908997 0.570359 0.304206 -0.538 0.836 0.012
```
Positions in Å, forces in eV/Å.